# 1
Molecular formula: C25H18F3MoN4O4STe
Method: DFT, ωB97M-V with the def2-TZVPD basis set

Geometry as XYZ:
```
57
Properties=species:S:1:pos:R:3:lowdin_charge:R:1
Mo -0.14503 -0.57704 1.27235 1.2271
O -1.44802 -4.23379 -6.05447 0.1374
C -0.25941 -3.80029 -5.59991 -0.4804
O 0.76702 -4.18800 -6.07665 0.1476
C -0.26606 -2.91036 -4.39319 -0.1196
C 0.91941 -2.08352 -4.21050 0.0051
C 1.10049 -1.35940 -3.10411 -0.0771
C 0.09362 -1.32457 -2.01894 -0.6569
C -1.16089 -2.11562 -2.25085 -0.4178
C -1.23066 -2.94115 -3.46396 -0.0089
N 0.65996 -1.35740 -0.66008 0.0047
C 1.68588 -2.12096 -0.56249 -0.0404
C 2.22816 -2.42264 0.73578 -0.2464
C 3.35278 -3.20790 0.92157 0.0289
C 3.75896 -3.47399 2.22147 -0.0127
C 3.02251 -2.95094 3.26709 -0.0064
C 1.91150 -2.16630 3.00488 -0.1455
N 1.51506 -1.89625 1.75332 -0.1214
H -2.16933 -3.73894 -5.64744 0.1078
H 1.65283 -2.07562 -5.00465 0.1313
H 1.97618 -0.73142 -2.98411 0.1324
H -1.64975 -2.52378 -1.37505 0.0935
H -2.06681 -3.62880 -3.53163 0.1314
H 2.11761 -2.59910 -1.43842 0.1493
H 3.88700 -3.59700 0.06600 0.1318
H 4.63258 -4.08226 2.41081 0.1260
H 3.29808 -3.13956 4.29515 0.1258
H 1.31542 -1.74873 3.80326 0.1023
F -0.53943 4.15664 -1.07455 0.1607
C -0.69336 2.83957 -1.25225 -0.6119
F 0.52968 2.28418 -1.32268 0.1234
F -1.27772 2.67333 -2.45350 0.1133
C -1.51225 2.22269 -0.15971 -0.1391
C -2.70236 2.81734 0.24880 0.0349
C -3.47285 2.24437 1.24946 -0.0181
C -3.02059 1.08476 1.85950 -0.0675
N -1.86876 0.57502 1.44735 -0.0912
C -1.13343 1.06033 0.48309 -0.3397
S -1.34812 -0.30366 -2.36783 1.0518
H -3.02351 3.74039 -0.21863 0.1420
H -4.40312 2.69269 1.56585 0.1196
H -3.54770 0.58455 2.66065 0.1333
O -1.63783 -2.29170 0.99709 -0.1749
N -1.75943 -2.46655 2.21771 -0.1204
O -0.99375 -1.67248 2.86063 -0.2658
Te 1.57810 1.10146 2.17322 1.1385
C 0.73573 3.02939 2.21427 -0.6234
C 1.39125 4.10067 1.61869 -0.1517
C 0.85336 5.37674 1.71826 -0.0725
C -0.32977 5.58180 2.41341 -0.0688
C -0.97631 4.51279 3.01697 -0.0764
C -0.44480 3.23356 2.92382 -0.1690
H 2.31552 3.94831 1.07559 0.0998
H 1.36101 6.21082 1.25113 0.1133
H -0.74208 6.57936 2.49500 0.1104
H -1.89198 4.67438 3.57254 0.1107
H -0.94459 2.40462 3.41089 0.0898
```

Output
M in g/mol: 751.04
Lowest unoccupied orbital energy (alpha / beta) in eV: -4.55 / -4.87
DFT total energy in Ha: -2517.17254
Kohn-Sham gap (alpha / beta) in Ha: 0.231 / 0.218
Net charge: +1
HOMO energy (alpha / beta) in eV: -10.847 / -10.801

=====

# 2
Molecular formula: C25H18FeN11O
Method: DFT, ωB97M-V with the def2-TZVPD basis set

Geometry as XYZ:
```
56
Properties=species:S:1:pos:R:3:lowdin_charge:R:1
Fe -1.35890 0.24759 -0.99641 0.4483
C -1.14590 4.53578 -0.71844 -0.0716
C -1.58576 3.26445 -1.07635 -0.0411
N -0.96048 2.18422 -0.63303 0.0717
C 0.11936 2.35726 0.15437 -0.1406
C 0.53398 3.63235 0.49916 -0.0366
N -0.09754 4.71950 0.06872 0.1144
C 0.80085 1.10385 0.55183 -0.1479
C 1.90703 0.97292 1.37298 0.0817
C 2.40627 -0.30346 1.63653 -0.1171
C 1.77424 -1.40885 1.06448 0.0797
C 0.67155 -1.20500 0.25364 -0.1568
N 0.22193 0.02723 0.02407 0.0559
C -0.14250 -2.23485 -0.43257 -0.1418
C 0.13146 -3.59166 -0.43590 -0.0367
N -0.61898 -4.46126 -1.10461 0.1152
C -1.64666 -3.97454 -1.78198 -0.0683
C -1.94543 -2.61473 -1.79270 -0.0368
N -1.20181 -1.75347 -1.11384 0.0768
C 3.58612 -0.48271 2.51307 -0.1820
C 3.64290 -1.52427 3.43157 -0.0104
C 4.76847 -1.64473 4.23294 -0.1196
N 5.80830 -0.81977 4.16593 0.0788
C 5.75078 0.17123 3.28230 -0.1189
C 4.66855 0.38589 2.44157 -0.0091
H -1.65978 5.41733 -1.07974 0.1218
H -2.44733 3.10940 -1.71218 0.1186
H 1.39884 3.78902 1.13184 0.1238
H 2.37005 1.83807 1.82601 0.1264
H 2.15717 -2.40336 1.24458 0.1262
H 0.97964 -3.99367 0.10431 0.1238
H -2.25831 -4.67596 -2.33477 0.1229
H -2.78833 -2.21756 -2.34238 0.1201
H 2.81970 -2.21717 3.54965 0.1156
H 4.83370 -2.44102 4.96509 0.1142
H 6.61275 0.82657 3.23913 0.1144
H 4.69239 1.19882 1.72734 0.1165
N -3.71532 0.45618 0.78830 0.0173
C -4.20828 0.37858 2.03258 -0.0632
C -3.17315 -0.00951 2.85313 -0.0390
C -2.07561 -0.14832 1.99735 -0.1083
N -2.41557 0.13371 0.74178 -0.0330
H -4.17041 0.66492 -0.09233 0.1080
H -5.24263 0.59370 2.23831 0.1282
H -3.20608 -0.17216 3.91523 0.1048
H -1.06824 -0.43928 2.24655 0.1111
N 0.20037 0.18322 -4.84627 0.2097
C -0.66655 0.28797 -3.83259 -0.4718
O -0.23762 0.37010 -2.64745 -0.0542
C -2.07341 0.29275 -4.10450 -0.1823
C -2.61053 0.18289 -5.40538 -0.2199
N -3.00167 0.05285 -6.48141 0.1587
C -2.83593 0.43123 -2.95616 -0.1860
N -3.36590 0.54743 -1.92364 0.1497
H 1.18496 0.21259 -4.64851 0.1242
H -0.11675 0.16767 -5.80120 0.1143
```

Output
M in g/mol: 544.34
Lowest unoccupied orbital energy in eV: -4.05
DFT total energy in Ha: -2904.63933
Kohn-Sham gap in Ha: 0.260
Energy above the lowest of the compared OMol25 structures with the same formula, charge and spin in eV: 0.000
Net charge: +1
HOMO energy in eV: -11.134